This record from the OMol25 dataset describes 13 unconnected molecules or ions with the total composition C44H92N12O9 at a distorted geometry. The level of theory is the ωB97M-V functional and the def2-TZVPD basis.

Geometry as XYZ:
```
157
Properties=species:S:1:pos:R:3:forces:R:3
C 0.593471 5.030399 -3.908972 -0.07 0.20 0.85
C -0.916529 5.261479 -3.718692 0.35 -0.23 -0.61
C -1.767719 3.950169 -3.628552 0.96 0.31 0.95
C -1.273829 3.037019 -2.566312 0.23 0.25 -0.22
N -0.895199 2.343519 -1.730212 -0.13 0.01 -0.22
H 0.938761 4.445289 -3.056612 0.19 -0.16 -0.12
H 1.126681 5.977429 -3.825872 -0.19 0.09 -0.10
H 0.938751 4.567369 -4.833362 -0.47 -0.21 -0.08
H -1.252609 5.874469 -4.554992 -0.40 -0.21 -0.08
H -1.067209 5.893809 -2.843732 0.01 -0.23 0.16
H -1.708969 3.387629 -4.560322 -0.40 0.13 -0.07
H -2.779149 4.167099 -3.284962 -0.23 0.09 -0.67
C -5.618919 3.603179 1.181528 -0.46 -0.79 -0.34
C -4.886669 2.316429 0.693708 0.63 1.32 0.13
C -3.381149 2.656979 0.544458 -0.10 -0.47 0.47
C -2.706079 2.847409 1.848708 1.77 0.75 2.75
N -2.150119 3.065959 2.871218 -1.84 -0.82 -3.38
H -6.688839 3.405219 1.246298 -0.04 0.02 0.17
H -5.517909 4.449369 0.501938 0.22 -0.15 -0.30
H -5.277589 3.967949 2.150318 0.12 -0.33 0.10
H -5.208469 1.965689 -0.286862 -0.36 0.26 0.04
H -5.036309 1.473809 1.368768 0.07 0.15 0.15
H -3.255399 3.579829 -0.021792 -0.07 0.13 0.03
H -2.860819 1.887939 -0.026442 0.14 -0.07 0.26
C 0.631121 4.618699 0.096168 -1.47 -0.06 -0.70
C 1.543121 5.674969 0.618208 1.26 -0.20 0.27
C 2.262891 6.481439 -0.445432 0.97 -0.03 -0.04
C 1.473981 7.229149 -1.361452 -0.76 0.29 -0.05
N 0.816211 7.845539 -2.060912 -0.57 0.50 -0.70
H -0.097549 5.044159 -0.593842 -0.03 0.21 -0.36
H -0.034609 4.170069 0.833478 0.44 -0.15 0.35
H 1.132791 3.826939 -0.460212 0.19 0.00 0.18
H 2.393391 5.156489 1.061308 -0.24 0.10 0.81
H 1.096771 6.354469 1.344258 -0.13 -0.21 0.03
H 2.894901 5.845329 -1.065122 0.14 -0.28 0.07
H 2.930721 7.210999 0.012658 0.16 -0.09 0.21
C 1.359531 0.809499 0.793798 0.63 0.01 -1.42
C 1.254781 -0.682121 0.340468 -1.78 0.61 1.61
C -0.175389 -0.901621 -0.253302 0.20 0.50 -0.97
C -1.318319 -0.611051 0.618068 1.16 -0.25 0.30
N -2.181569 -0.381571 1.336358 -0.48 0.14 0.13
H 2.405341 1.112909 0.745568 0.17 -0.04 0.85
H 0.850691 1.083689 1.717908 0.35 -0.47 0.18
H 0.940341 1.511379 0.072868 -0.43 -0.29 -0.41
H 1.296801 -1.267461 1.259008 0.18 -0.30 -0.01
H 2.070101 -1.055691 -0.279042 -0.32 0.36 -0.39
H -0.368679 -1.837911 -0.776852 0.31 -0.36 0.37
H -0.313689 -0.171551 -1.050782 0.25 0.20 -0.20
C 0.698111 3.868839 4.948008 -1.23 0.23 0.25
C 1.815901 4.742429 5.517498 0.41 -0.55 -0.10
C 2.607781 5.146879 4.255478 -2.38 0.55 1.22
O 2.347601 4.096299 3.351908 2.10 0.06 -1.49
C 1.223131 3.299869 3.632038 -0.16 -0.02 0.81
H -0.196229 4.446159 4.713608 0.06 0.35 -0.06
H 0.312141 3.163629 5.684078 0.34 -0.36 -0.14
H 2.413161 4.107829 6.172228 0.25 0.15 0.09
H 1.450861 5.593899 6.091828 0.02 -0.04 -0.06
H 3.622291 5.492569 4.453898 0.43 -1.12 -0.40
H 2.115551 6.056769 3.912098 -0.17 0.28 -0.49
H 1.512691 2.249029 3.634238 0.38 -0.12 0.48
H 0.476331 3.334899 2.838838 -0.04 0.53 -0.07
C -0.026809 -1.673901 -4.401042 0.13 0.69 1.40
O 0.518231 -1.424681 -3.318152 0.12 -0.39 -1.10
N -1.338719 -1.441781 -4.586582 -0.05 0.10 -0.32
C -1.989369 -1.632431 -5.874202 -1.06 -0.89 0.02
C -2.102579 -0.762011 -3.526992 0.17 0.48 -0.52
H 0.512251 -2.074721 -5.273362 -0.12 -0.03 0.09
H -2.784239 -2.365071 -5.734532 -0.20 -0.14 0.06
H -1.394859 -2.069371 -6.676532 0.63 0.24 0.42
H -2.515369 -0.772371 -6.288602 0.41 0.50 0.32
H -3.083019 -1.201561 -3.343572 0.08 -0.29 -0.15
H -1.540769 -0.678811 -2.596652 0.03 -0.36 -0.35
H -2.254319 0.260049 -3.874072 -0.24 0.18 0.09
C -5.365439 -0.981371 -0.459162 0.05 0.86 -0.54
O -6.379569 -0.327311 -0.699432 0.91 -1.06 0.29
N -5.065599 -2.223941 -0.916922 -0.40 1.14 0.05
C -3.875859 -2.929591 -0.551472 0.77 -0.82 -0.49
C -6.076919 -2.964511 -1.583352 -0.81 -1.41 -1.31
H -4.496729 -0.571101 0.078628 -0.14 0.17 0.29
H -4.181819 -3.872951 -0.099172 0.30 -0.02 0.51
H -3.109119 -2.401991 0.015848 -0.89 0.37 0.49
H -3.286159 -3.232881 -1.416552 -0.41 0.14 -0.40
H -5.688529 -3.725691 -2.260002 0.76 0.03 0.04
H -6.690779 -3.573241 -0.919472 -0.31 0.37 0.37
H -6.698149 -2.392651 -2.272662 -0.08 0.51 0.63
C -2.140529 -0.133331 4.903578 -2.15 1.04 2.13
O -3.100539 -0.093301 5.700298 1.37 -0.29 -1.65
N -1.134009 -0.998761 4.974288 -2.34 -1.36 1.98
C -0.035299 -0.787961 4.213328 4.16 0.15 -1.74
C -1.132819 -2.159731 5.907378 -0.75 1.43 -0.31
H -1.954919 0.622269 4.124598 -0.41 0.01 -0.01
H 0.182311 -1.640501 3.569958 0.21 -0.11 -0.26
H 0.846291 -0.601061 4.826488 0.40 -0.53 0.43
H 0.052811 0.121179 3.618518 -1.19 0.03 -0.23
H -0.582189 -1.927421 6.818938 0.69 -0.20 -0.29
H -2.141459 -2.277061 6.303568 -0.19 -0.13 -0.50
H -0.796409 -3.030571 5.344738 0.19 -0.03 0.36
C 3.705691 0.213869 -2.290082 1.34 -0.32 0.25
O 4.726481 -0.300001 -1.824822 -1.14 0.24 -0.35
N 3.552651 1.534929 -2.468072 -0.89 1.79 0.04
C 4.509081 2.552619 -2.049402 0.56 -0.29 0.31
C 2.308591 2.095029 -3.016842 -0.43 -1.36 -0.10
H 2.828701 -0.345551 -2.650822 0.07 -0.20 0.09
H 4.164821 3.182879 -1.229422 -0.78 0.16 -0.17
H 4.757911 3.171079 -2.911772 0.11 0.08 0.10
H 5.415201 2.152409 -1.594582 0.00 -0.56 -0.64
H 2.420431 2.619859 -3.965602 0.50 0.29 0.18
H 1.644061 1.265269 -3.257672 0.02 -0.28 -0.01
H 1.701181 2.675059 -2.322062 0.57 0.23 0.25
C -0.315479 -4.759021 2.765198 1.09 1.20 -1.99
O 0.226681 -4.092451 1.857698 -0.15 -1.04 1.54
N -1.582159 -4.579791 3.082068 -1.19 0.87 -0.34
C -2.259679 -5.308731 4.122918 0.31 0.33 0.42
C -2.375439 -3.492401 2.443888 -0.08 -0.63 0.33
H 0.189761 -5.546511 3.345528 0.10 0.08 -0.13
H -3.153989 -5.775811 3.710428 -0.12 0.07 0.35
H -2.445859 -4.584231 4.915728 -0.77 -0.17 0.12
H -1.625269 -6.057581 4.597098 0.14 -0.14 -0.42
H -1.878729 -3.009561 1.602318 0.28 -0.48 0.40
H -3.321009 -3.911931 2.100408 0.03 -0.15 -0.06
H -2.646529 -2.720741 3.164408 0.24 0.04 0.22
C 2.656291 -5.796611 -2.327782 -1.35 0.60 -0.21
O 2.066551 -6.830621 -2.072632 0.53 -0.49 -0.15
N 2.653911 -4.721571 -1.524882 0.21 1.73 -0.56
C 3.089151 -3.380501 -2.054202 -0.54 -0.48 1.25
C 1.899671 -4.716381 -0.268372 1.13 -0.13 -0.04
H 3.064811 -5.544551 -3.318622 0.49 -0.42 -0.01
H 2.240771 -2.746091 -2.310842 -0.36 -0.36 -0.45
H 3.793371 -3.422671 -2.885102 -0.09 -0.32 0.16
H 3.522171 -2.810251 -1.232362 0.58 -0.27 0.04
H 1.030761 -4.058291 -0.272962 0.18 -0.09 -0.18
H 1.623391 -5.741581 -0.021922 -0.15 0.19 -0.14
H 2.593831 -4.373081 0.498688 -0.23 0.13 0.22
C 7.463711 -0.817401 2.418248 -0.74 1.00 -0.70
O 7.024371 -1.604801 3.215918 -0.02 -0.73 0.62
N 6.715641 -0.261791 1.429418 -1.89 0.68 -0.66
C 7.202291 0.638709 0.397308 0.43 -0.62 0.08
C 5.261441 -0.630661 1.216308 1.42 -1.58 0.56
H 8.484631 -0.407511 2.461798 0.14 -0.08 -0.14
H 6.452741 1.404419 0.197408 0.20 0.14 0.21
H 7.344361 0.082089 -0.529032 -0.01 0.05 -0.20
H 8.163991 1.069479 0.675988 -0.09 0.14 0.10
H 4.808751 -0.941631 2.157828 0.03 0.59 0.15
H 4.663111 0.060979 0.623238 0.54 0.42 0.42
H 5.257341 -1.559481 0.645878 -0.01 -0.06 -0.31
C -1.169509 -6.711841 -2.455442 -1.09 -2.24 1.73
O -1.847129 -7.750711 -2.594212 1.49 1.74 -0.32
N -1.633869 -5.483151 -2.632022 -2.61 2.20 -0.43
C -1.017869 -4.294351 -2.065842 1.46 -1.06 -0.15
C -3.006439 -5.233421 -3.095642 0.20 -1.08 -0.51
H -0.202509 -6.639881 -1.933972 0.34 -0.73 -0.54
H -1.267209 -3.390911 -2.622372 -0.01 -0.16 -0.07
H 0.050101 -4.500791 -2.136022 0.20 0.55 -0.11
H -1.182189 -4.149091 -0.998132 -0.52 -0.04 0.13
H -3.460989 -6.144361 -3.485082 0.51 -0.10 -0.33
H -3.737759 -4.960241 -2.334962 0.50 0.42 0.27
H -2.908969 -4.491221 -3.887942 -0.51 0.18 0.04
```
Forces are in eV/Å.

Computed properties:
Energy (eV): -83425.7489
Strongest force on any atom (eV/Å): 4.517
Frontier orbital gap (eV): 8.795
LUMO (eV): -0.157
Total charge: 0

Atomic partial charges in e from the Löwdin method, atoms 1 to 6:
1 C -0.109
2 C -0.226
3 C -0.140
4 C -0.200
5 N 0.203
6 H 0.030